Record 1
A 3-piece molecular cluster, C6H18NO overall, computed with the ωB97M-V functional and the def2-TZVPD basis.

```
26
Properties=species:S:1:pos:R:3:forces:R:3:lowdin_charge:R:1
C -0.768760 -1.552376 -1.068004 0.9289 -0.0997 0.3755 -0.08
C -0.202795 -0.181425 -1.486090 -0.6860 -0.1207 -0.0783 -0.22
C -0.080987 0.836323 -0.357377 -0.3307 -1.7450 0.2000 -0.19
C 0.804068 0.490416 0.801226 1.3084 3.2004 -2.5161 -0.12
C 2.181220 -0.058739 0.468279 -0.3013 -2.1985 0.6407 -0.21
C 3.041410 0.976086 -0.263518 -0.8083 0.8000 -0.4017 -0.05
N -3.373569 0.311923 0.436361 -0.2910 0.0315 0.3524 0.17
H -1.708124 -1.427149 -0.535488 -0.1785 -0.0035 -0.2493 0.04
H -0.877535 -2.221032 -1.918173 -0.1691 0.1335 -0.0847 0.09
H -0.083127 -2.050875 -0.377026 -0.0440 -0.0629 -0.0017 0.07
H 0.736092 -0.305682 -2.033218 0.0223 -0.0272 0.0903 0.12
H -1.116535 0.950082 0.045799 -0.0185 0.5215 -0.2443 0.11
H 0.188674 1.804291 -0.808917 -0.0929 0.3008 0.6050 0.16
H 0.943003 1.385888 1.419247 -0.5093 -0.3252 0.5300 0.15
H 0.205139 -0.281490 1.484736 -2.1551 -1.6439 1.1789 0.17
H 2.078665 -0.959707 -0.141680 0.0291 0.1123 -0.1087 0.11
H 2.677279 -0.402113 1.379017 0.0931 0.2201 -0.0072 0.13
H 3.186159 1.868340 0.342942 0.3035 -0.0778 0.0872 0.09
H 3.981948 0.531460 -0.576757 0.1249 -0.1030 0.3335 0.10
H 2.540362 1.312793 -1.176076 0.0133 -0.1115 0.0510 0.08
H -4.202797 -0.248212 0.253324 0.1162 -0.0479 -0.2658 0.07
H -2.711229 -0.184758 1.046530 0.1681 0.1013 -0.2460 -0.03
H -0.945494 0.212949 -2.181828 0.2407 0.2584 -0.1643 0.12
H -3.697569 1.176304 0.863920 0.1312 -0.0049 0.0487 0.07
H -1.478792 -1.177606 2.637607 0.5400 0.0684 0.0789 0.08
O -1.316698 -0.805700 1.745164 1.5653 0.8237 -0.2041 -0.03
```
Forces are in eV/Å.

Results
ΔE to the lowest compared entry with this formula, charge and spin = 695.60 kJ/mol
Frontier orbital gap = 5.1258 eV
F_max = 4.28 eV/Å
2S+1 = 1
DFT total energy = -10038.622 eV
Total charge = +1

=====

Record 2
C24H36AlBN6 as an isolated structure, computed with the ωB97M-V functional and the def2-TZVPD basis.

```
68
Properties=species:S:1:pos:R:3:forces:R:3:lowdin_charge:R:1
Al -24.662650 -19.366880 -13.399340 -0.2962 0.2017 0.7236 1.03
B -26.055150 -17.251910 -11.487270 0.4327 0.3184 -0.3335 -0.61
H -26.537340 -18.065100 -12.007320 -1.8931 -3.2486 -2.1810 -0.09
H -26.733410 -16.814420 -10.771170 -2.5166 1.6366 2.7233 -0.08
H -25.155790 -17.598690 -11.002360 3.3871 -1.4253 1.8079 -0.09
H -25.736830 -16.447930 -12.132660 1.0233 3.1540 -2.8670 -0.06
C -27.915110 -20.218150 -5.971320 -0.2204 0.4037 -0.1979 -0.09
C -27.185900 -19.661450 -7.199010 0.0018 -1.1386 0.1319 -0.24
C -26.405900 -20.754910 -7.980640 -0.0570 0.3412 -0.1640 -0.15
C -25.716940 -20.264970 -9.193180 0.5719 0.2392 -1.2192 -0.18
N -25.194770 -19.942160 -10.182670 -0.6908 -0.6216 1.4703 0.15
H -28.356140 -19.362680 -5.459680 0.2042 0.0102 0.3061 0.08
H -27.218440 -20.729580 -5.307090 -0.2229 -0.0708 0.0672 0.09
H -28.785310 -20.833000 -6.201090 0.3183 -0.3829 -0.1933 0.08
H -26.487760 -18.930270 -6.791490 0.0022 0.3587 -0.4891 0.09
H -27.933580 -19.245740 -7.874480 0.2425 0.4941 0.0172 0.08
H -27.084600 -21.526530 -8.344020 -0.1370 -0.0825 0.1081 0.13
H -25.665660 -21.263620 -7.363100 0.0266 0.0475 0.1059 0.13
N -29.940000 -16.060450 -12.323890 -1.3933 -0.0437 0.0208 0.09
C -29.286700 -15.948050 -13.517970 0.1384 0.1685 1.9458 0.06
C -30.259330 -15.723340 -14.510360 1.0768 0.1895 -1.2636 0.00
C -31.443500 -15.585350 -13.902040 -2.2960 -1.1145 0.2652 0.01
C -31.305240 -15.979060 -12.528900 1.7052 1.0323 -0.5585 0.09
H -29.600610 -15.936370 -11.380740 0.7437 -0.6770 0.0721 0.13
H -28.207890 -15.957590 -13.468270 0.0662 -0.0905 -0.5026 0.14
H -30.071410 -15.684950 -15.573190 0.0445 0.1952 0.0850 0.14
H -32.388420 -15.429190 -14.401180 -0.0129 0.0469 0.0749 0.14
H -31.998670 -16.164220 -11.721880 -0.1240 0.1650 -0.1048 0.15
N -28.821130 -17.264520 -9.522450 -2.0916 -0.8464 -0.3224 0.01
C -30.049250 -18.009130 -9.268420 2.4184 0.8567 1.3513 -0.04
C -30.664570 -17.323050 -8.244290 -1.0734 -0.4173 -1.3237 -0.07
C -30.063440 -16.068180 -8.136240 -1.1112 0.5253 1.5565 -0.07
C -28.918920 -16.072890 -8.861920 0.6651 0.0446 -0.4404 -0.15
H -27.928160 -17.560100 -9.890340 -0.3380 -0.4003 -0.5683 0.08
H -30.381980 -18.948730 -9.684150 0.7427 -0.0586 -0.2221 0.12
H -31.559690 -17.670550 -7.749930 -0.0976 0.2329 -0.1083 0.12
H -30.540450 -15.267930 -7.589930 0.5195 0.1453 0.1394 0.12
H -28.207830 -15.270360 -8.991070 0.0397 -0.1618 -0.1204 0.08
N -25.541200 -12.567260 -10.348370 -1.1809 -1.5107 -0.3184 0.05
C -26.643570 -13.414930 -10.554800 1.9174 1.2063 0.1533 -0.05
C -27.774350 -12.603000 -10.481050 0.4944 0.9436 0.2342 -0.04
C -27.335320 -11.288640 -10.118860 -2.1959 -1.4864 -0.8821 -0.01
C -25.956960 -11.302320 -10.126170 1.3534 -0.2544 0.6209 -0.02
H -24.602350 -12.938930 -10.325290 0.0693 0.4822 -0.0566 0.09
H -26.396140 -14.446730 -10.756170 -0.5526 -0.1341 -0.2503 0.09
H -28.767600 -12.883640 -10.798990 -0.0615 0.0164 0.5108 0.11
H -28.074840 -10.516210 -9.967590 0.5932 0.4189 -0.0518 0.12
H -25.183430 -10.565210 -9.968940 -0.4006 0.3575 0.0414 0.14
N -25.225670 -16.870100 -8.481570 0.9255 0.3643 1.5569 0.07
C -25.583750 -15.699090 -7.767220 -0.6904 -0.5781 -2.6982 -0.06
C -24.899980 -15.638960 -6.597310 0.1235 -0.8479 0.7551 -0.04
C -24.233130 -16.860920 -6.535650 1.2863 -0.1597 1.9638 -0.02
C -24.338710 -17.610230 -7.720920 -1.6418 2.1905 -0.9968 0.00
H -25.420350 -16.988630 -9.465520 -0.2960 -0.5050 -0.6184 0.05
H -26.266470 -15.015610 -8.250070 -0.0116 0.0233 0.2471 0.09
H -24.977490 -14.870730 -5.842180 0.0130 -0.1992 0.0316 0.13
H -23.747150 -17.190270 -5.629140 0.3336 -0.1256 -0.1801 0.13
H -23.815970 -18.471170 -8.110700 -0.2208 -0.0975 0.2015 0.14
N -23.162780 -14.562930 -9.215690 1.7006 1.2742 -0.5998 0.06
C -22.898860 -14.334730 -10.570850 -0.7794 -0.6269 2.3533 -0.02
C -22.164620 -13.134830 -10.634350 -0.1323 0.3262 -1.7398 -0.06
C -21.901790 -12.655420 -9.391000 -0.5668 -0.8021 2.1930 -0.02
C -22.503650 -13.574560 -8.474890 -0.6171 0.2755 -1.2194 0.03
H -23.628320 -15.326610 -8.746460 0.1160 -0.1468 -0.4861 0.09
H -23.284990 -15.029040 -11.302440 0.1550 0.1689 -0.1599 0.13
H -21.945590 -12.604940 -11.549590 0.2549 -0.2768 -0.0997 0.13
H -21.401840 -11.755840 -9.063570 0.0685 -0.0625 -0.2843 0.13
H -22.615490 -13.488390 -7.404150 0.1445 -0.2615 -0.0136 0.13
```
Forces are in eV/Å.

Results
Frontier orbital gap (alpha / beta) = 2.5006 / 2.5082 eV
F_max = 4.38 eV/Å
2S+1 = 2
DFT total energy = -41649.295 eV
Total charge = +3